Computed, not measured: a molecular structure, C9H24O3Tl at a distorted geometry, with ωB97M-V/def2-TZVPD.

Structure (XYZ):
```
37
Properties=species:S:1:pos:R:3:forces:R:3
C 3.11836 0.01879 -4.82443 -0.547 -0.658 -3.061
H 3.53004 2.71614 -4.83687 -0.652 -0.131 0.078
C 0.48314 -3.04504 2.55542 0.725 -1.009 -0.828
H -2.97755 -2.50209 2.30971 0.200 -0.302 -0.777
H 1.12106 -2.67486 3.35799 -0.447 -0.012 0.762
H -2.28663 3.37465 2.95839 -0.900 -0.649 0.147
H 5.05113 2.10785 -4.56698 0.225 -1.121 0.002
H 4.30231 0.36300 -3.00648 -0.424 -0.521 -0.006
O -1.97346 0.99941 0.44209 -0.728 -0.423 3.263
H 2.82670 -0.97827 -4.49443 0.011 -0.219 0.354
H 1.80775 1.72663 -3.16986 -0.236 0.520 -0.916
C 3.52282 0.79567 -3.63362 0.096 0.772 3.350
H 3.89715 0.03529 -5.58687 0.664 -0.159 0.420
C -3.64636 0.87911 2.35432 -3.399 -1.132 0.112
C 4.07255 2.13919 -4.08793 0.755 2.583 -1.337
C -0.76939 -2.25821 2.30783 3.449 0.564 -0.408
O 2.37693 1.04368 -2.80761 1.429 -1.019 -0.170
H -2.64744 3.34300 1.18476 -0.341 0.850 0.155
H -1.87257 -3.95409 2.57265 -0.448 -0.205 -0.432
C -2.05671 -2.89324 2.74232 -3.273 -1.317 1.192
H -1.58735 0.85414 2.46197 0.245 -0.501 -0.223
H 2.31111 0.36440 -5.47019 -0.597 0.325 0.299
H 1.18574 -2.92332 1.73102 0.007 0.233 -0.428
H -2.31972 -2.75300 3.79078 1.024 0.323 0.466
H -0.69347 -1.33934 2.88922 -0.554 0.875 -0.336
H -3.93712 -0.09350 1.95734 0.626 -0.118 -0.534
H -1.07702 3.25760 1.81158 0.796 -0.830 -0.433
H 4.20204 2.77183 -3.20980 -0.319 -0.131 0.391
H -3.72205 0.70235 3.42723 0.895 0.710 0.225
H -4.45443 1.54440 2.05018 0.210 0.491 -0.079
C -2.08572 2.89121 2.00235 -1.138 0.748 -0.774
H -0.66674 -2.88434 0.51901 0.337 -1.030 -0.690
O -0.87484 -2.04011 0.92590 -1.003 0.931 1.441
H -2.63500 1.29701 -0.18673 -0.733 0.985 -0.569
C -2.28927 1.40022 1.83173 3.765 0.537 -0.998
H 0.34109 -4.12515 2.59142 -0.095 -0.028 0.634
Tl 0.42297 -0.16085 -0.89329 0.376 0.070 -0.291
```
Positions in Å, forces in eV/Å.

Computed properties:
* energy: -753.4844 Ha
* molar mass: 384.671 g/mol
* lowest unoccupied orbital energy (alpha / beta): -18.871 / -18.509 eV
* total charge: +4
* 2S+1: 2
* relative energy (zero: lowest compared OMol25 entry of this formula, charge and spin): 0.239 eV
* <S²>: 1.762

Charges in e, computed with Löwdin, in the same order as the atoms:
1 C 0.074
2 H 0.130
3 C 0.039
4 H 0.115
5 H 0.145
6 H 0.141
7 H 0.146
8 H 0.182
9 O 0.026
10 H 0.143
11 H 0.131
12 C -0.340
13 H 0.150
14 C 0.079
15 C 0.057
16 C -0.393
17 O -0.023
18 H 0.129
19 H 0.142
20 C 0.089
21 H 0.148
22 H 0.141
23 H 0.104
24 H 0.149
25 H 0.180
26 H 0.102
27 H 0.132
28 H 0.132
29 H 0.138
30 H 0.133
31 C 0.049
32 H 0.153
33 O 0.040
34 H 0.154
35 C -0.295
36 H 0.132
37 Tl 1.245